No. 1
C6H14N3O | ωB97M-V/def2-TZVPD

XYZ file:
```
24
Properties=species:S:1:pos:R:3:mulliken_charge:R:1
C 0.46 -0.44 0.22 0.0870
C 2.35 1.06 0.24 -0.6308
C 2.57 -1.11 -0.57 -0.5540
C -2.47 1.29 0.07 -1.3929
C -2.06 -0.10 -0.40 -0.5583
C -1.08 -0.84 0.57 0.2707
N 0.88 0.80 0.46 -0.0815
N 2.96 -0.21 0.43 -0.3483
N 1.12 -1.38 -0.35 -0.0296
O -1.19 -2.15 0.40 -0.6420
H 2.45 1.80 -0.66 0.2996
H 2.60 1.82 0.99 0.4041
H 2.77 -0.77 -1.65 0.3001
H 3.20 -2.09 -0.43 0.3711
H -1.56 1.83 0.16 0.3047
H -3.03 1.77 -0.65 0.4134
H -2.99 1.22 0.94 0.4173
H -3.07 -0.67 -0.57 0.3285
H -1.51 -0.09 -1.30 0.3943
H -1.38 -0.60 1.66 0.3683
H 0.27 1.42 0.86 0.2442
H 3.96 -0.04 0.50 0.3028
H 0.60 -2.35 -0.22 0.3665
H -1.65 -2.55 -0.39 0.3648
```

Properties
ΔE to the lowest compared entry with this formula, charge and spin: 14.2 kcal per mole
LUMO energy: -2.57 eV
gap between HOMO and LUMO: 11.490 eV
2S+1: 1
calculated total energy: -476.23841 a.u.
E_HOMO: -14.06 eV
maximum force: 5.3 eV Å⁻¹
charge: +1
SMILES string: CC[C@@H](O)C1=[NH+]CNCN1



No. 2
C6H14N3O2 | ωB97M-V/def2-TZVPD

XYZ file:
```
25
Properties=species:S:1:pos:R:3:mulliken_charge:R:1
C -1.62 1.70 -0.28 -0.0267
C 0.67 -0.84 -0.95 -1.3946
C 1.32 0.55 -0.54 0.1575
C -0.55 -1.21 0.04 -0.2233
C 2.78 0.76 -0.55 -0.6653
C -0.74 -0.14 1.16 -0.0038
N -0.86 -0.53 2.51 -0.4339
N -1.36 1.10 0.88 -0.0201
N -1.79 -1.31 -0.68 -0.5287
O -1.53 1.22 -1.49 -0.4050
O 3.64 -0.24 -0.29 -0.4238
H -1.85 2.78 -0.33 0.3623
H 0.38 -0.83 -2.01 0.3664
H 1.35 -1.53 -0.99 0.7094
H 1.01 1.35 -1.22 0.2029
H 0.89 0.61 0.48 0.3692
H -0.17 -2.06 0.69 0.4507
H 3.10 1.73 -0.49 0.4355
H -0.59 -1.45 2.88 0.2327
H -1.53 -0.08 3.01 0.1840
H -1.37 1.78 1.67 0.2782
H -2.44 -1.96 -0.16 0.2582
H -1.73 -1.66 -1.63 0.2493
H -1.52 0.25 -1.29 0.5139
H 4.51 0.01 -0.40 0.3549
```

Properties
ΔE to the lowest compared entry with this formula, charge and spin: 95.9 kcal per mole
LUMO energy (spin up / spin down): -3.19 / -4.14 eV
gap between HOMO and LUMO (spin up / spin down): 7.826 / 5.671 eV
2S+1: 1
calculated total energy: -551.36329 a.u.
E_HOMO (spin up / spin down): -11.02 / -9.81 eV
maximum force: 6.0 eV Å⁻¹
charge: +1



No. 3
C6H14N3O3PS | ωB97M-V/def2-TZVPD

XYZ file:
```
28
Properties=species:S:1:pos:R:3:mulliken_charge:R:1
C 1.14 -0.35 -1.32 0.1005
C 0.50 -1.63 0.91 -1.1453
C -0.27 0.05 -1.27 -0.9801
C -0.80 -0.81 1.18 -0.2975
C -0.18 0.34 0.28 0.9461
C 1.10 -0.47 0.15 -0.1053
N -0.25 1.66 0.76 -0.5353
N -1.24 -0.87 -1.71 -0.6568
N -1.10 -0.65 2.60 -0.7206
O 3.55 1.81 -1.79 -0.5861
O 1.19 2.91 -1.52 -0.6130
O 1.85 1.76 -3.65 -0.3978
P 2.17 2.10 -2.17 0.8145
S 2.86 0.37 1.23 -0.2161
H 1.36 -1.26 -1.87 0.3812
H 1.59 0.62 -1.56 -0.1393
H 0.97 -1.88 1.76 0.4387
H 0.39 -2.54 0.25 0.1493
H -0.62 0.99 -1.67 0.5404
H -1.63 -1.22 0.68 0.4549
H 0.12 1.65 1.75 0.3705
H 0.22 2.22 0.07 0.3946
H -0.93 -1.88 -1.47 0.3126
H 1.11 2.32 -3.87 0.3738
H -2.09 -0.70 -1.37 0.2963
H -0.28 -0.30 3.12 0.2918
H -1.81 0.08 2.56 0.3315
H 3.28 1.09 0.16 0.1963
```

Properties
ΔE to the lowest compared entry with this formula, charge and spin: 0.0 kcal per mole
LUMO energy: -0.48 eV
gap between HOMO and LUMO: 8.139 eV
2S+1: 1
calculated total energy: -1366.47306 a.u.
E_HOMO: -8.62 eV
maximum force: 6.6 eV Å⁻¹



No. 4
C6H14N3O4 | ωB97M-V/def2-TZVPD

XYZ file:
```
27
Properties=species:S:1:pos:R:3:mulliken_charge:R:1
C -1.25 -2.96 1.60 -0.9995
C -0.46 -1.70 1.90 -0.6407
C -0.65 -0.66 0.78 -0.2118
C -0.55 -1.34 -0.58 -0.5353
C -0.20 -0.31 -1.74 -0.7914
C -1.01 1.00 -1.63 -0.6973
N 0.76 2.05 -0.74 0.0674
N 1.50 1.53 0.42 -0.5021
N 1.43 2.77 0.31 0.6164
O 1.25 3.83 0.87 -0.7697
O 3.14 2.99 -1.11 -0.2447
O -0.64 1.87 -0.59 -0.2769
O 4.02 2.08 -0.71 -0.6099
H -2.26 -2.55 1.47 0.2503
H -0.87 -3.58 0.73 0.2281
H -1.39 -3.59 2.48 0.3867
H 0.60 -1.86 2.25 0.3371
H -0.79 -1.20 2.90 0.2932
H 0.03 0.27 0.89 0.2117
H -1.60 -0.09 0.77 0.2851
H -1.57 -1.86 -0.86 0.2594
H 0.29 -1.97 -0.54 0.3438
H -0.64 -0.70 -2.64 0.4037
H 0.83 -0.04 -1.61 0.4225
H -1.07 1.48 -2.71 0.3384
H -2.01 0.85 -1.50 0.5039
H 3.14 3.70 -0.42 0.3316
```

Properties
ΔE to the lowest compared entry with this formula, charge and spin: 12.9 kcal per mole
LUMO energy (spin up / spin down): 3.25 / 3.25 eV
gap between HOMO and LUMO (spin up / spin down): 5.350 / 6.766 eV
2S+1: 1
calculated total energy: -701.82866 a.u.
E_HOMO (spin up / spin down): -2.10 / -3.52 eV
maximum force: 3.4 eV Å⁻¹
charge: -1



No. 5
C6H14N3PS2 | ωB97M-V/def2-TZVPD

XYZ file:
```
26
Properties=species:S:1:pos:R:3:mulliken_charge:R:1
C -1.81 1.49 -0.39 0.5691
C -3.25 1.36 -0.05 -1.2459
C 0.28 -2.61 -1.65 -1.3884
C 1.34 -2.50 0.77 -1.2426
C 0.71 2.97 1.42 -0.7513
C 1.19 -1.88 -0.63 0.4541
N -1.00 1.90 0.55 -0.6290
N 0.30 1.86 0.64 0.5341
N 0.66 -0.55 -0.44 0.0718
P 1.53 0.80 -0.02 0.2088
S 3.03 0.84 1.20 -0.3718
S -1.49 1.29 -2.05 -0.3893
H -3.77 1.42 -0.97 0.3586
H -3.58 1.86 0.74 0.4218
H -3.27 0.28 0.30 0.2352
H 0.05 -1.89 -2.43 0.4835
H 0.98 -3.50 -1.91 0.3745
H -0.67 -2.94 -1.10 0.2807
H 0.69 -2.04 1.51 0.3203
H 2.38 -2.47 1.20 0.2955
H 1.11 -3.54 0.55 0.3787
H 1.77 3.02 1.60 0.2492
H 0.45 3.97 0.96 0.2884
H 0.20 3.05 2.44 0.3000
H 2.25 -1.78 -1.15 0.2693
H -0.08 -0.40 -1.08 -0.0753
```

Properties
ΔE to the lowest compared entry with this formula, charge and spin: 43.9 kcal per mole
LUMO energy (spin up / spin down): -1.48 / -1.77 eV
gap between HOMO and LUMO (spin up / spin down): 6.764 / 6.091 eV
2S+1: 1
calculated total energy: -1538.90664 a.u.
E_HOMO (spin up / spin down): -8.25 / -7.87 eV
maximum force: 4.5 eV Å⁻¹



No. 6
C6H14N4 | ωB97M-V/def2-TZVPD

XYZ file:
```
24
Properties=species:S:1:pos:R:3:mulliken_charge:R:1
C 0.59 -0.99 0.34 -1.0190
C -1.72 -0.04 0.18 -0.9201
C -0.75 -1.17 0.29 0.8406
C 1.31 0.45 0.61 0.3860
C -1.54 1.12 -0.46 0.0903
C 2.75 -0.07 -1.24 -0.9735
N 0.76 1.15 1.57 -0.2282
N -2.37 2.17 -0.56 -0.4105
N 2.36 0.71 -0.06 -0.1638
N -1.42 -2.45 0.32 -0.2169
H 1.10 -1.96 0.44 0.3601
H -2.73 -0.10 0.72 0.1915
H -0.68 1.24 -1.03 0.3943
H 3.19 -1.03 -0.99 0.3481
H 1.94 -0.42 -1.79 0.4175
H 3.34 0.62 -1.77 0.3523
H 0.13 0.72 2.15 0.2264
H 1.27 1.88 1.88 0.2138
H -3.29 2.01 -0.27 0.2307
H -2.10 2.79 -1.33 0.2697
H 2.90 1.61 0.08 0.3455
H -0.77 -3.14 0.73 0.3927
H -1.86 -2.69 -0.62 0.4304
H -2.40 -2.39 0.81 0.4424
```

Properties
ΔE to the lowest compared entry with this formula, charge and spin: 55.6 kcal per mole
LUMO energy: -7.35 eV
gap between HOMO and LUMO: 8.418 eV
2S+1: 1
calculated total energy: -455.38019 a.u.
E_HOMO: -15.77 eV
maximum force: 5.4 eV Å⁻¹
charge: +2
SMILES string: C\[NH+]=C(N)/C=C([NH3+])\C=C\N



No. 7
C6H14N4 | ωB97M-V/def2-TZVPD

XYZ file:
```
24
Properties=species:S:1:pos:R:3:mulliken_charge:R:1
C 0.99 0.59 1.43 -0.8088
C -0.10 1.13 0.53 -0.2469
C -0.94 -0.08 0.11 1.0975
C 0.78 -1.25 0.07 0.2499
C -1.26 -0.24 -1.36 -1.7936
C -1.99 -0.54 1.07 -1.4524
N 1.72 -0.23 0.42 -0.0798
N 1.06 -2.33 -0.47 -0.1185
N 0.76 1.56 -0.67 -0.0230
N 1.97 0.73 -0.63 -0.4461
H 1.72 1.33 1.64 0.3955
H 0.55 0.24 2.33 0.4336
H -0.66 1.98 0.92 0.5183
H -1.80 0.68 -1.66 0.4651
H -1.89 -1.14 -1.53 0.4140
H -0.23 -0.30 -2.02 0.3857
H -1.56 -0.47 2.08 0.2986
H -2.49 -1.48 0.76 0.3800
H -2.83 0.04 1.15 0.5099
H 0.29 -2.93 -0.82 0.3302
H 2.00 -2.64 -0.82 0.3297
H 0.21 1.38 -1.57 0.3756
H 0.98 2.66 -0.66 0.4336
H 2.74 1.30 -0.30 0.3520
```

Properties
ΔE to the lowest compared entry with this formula, charge and spin: 143.1 kcal per mole
LUMO energy: -8.46 eV
gap between HOMO and LUMO: 9.938 eV
2S+1: 1
calculated total energy: -455.24089 a.u.
E_HOMO: -18.40 eV
maximum force: 4.7 eV Å⁻¹
charge: +2



No. 8
C6H14N4O2 | ωB97M-V/def2-TZVPD

XYZ file:
```
26
Properties=species:S:1:pos:R:3:mulliken_charge:R:1
C 1.25 -0.11 0.74 0.9733
C 1.21 -1.28 -0.26 -0.0956
C 1.45 1.21 0.12 -1.0394
C 0.42 1.58 -0.93 -0.6831
C -1.00 1.52 -0.56 -0.7006
C -2.34 -0.41 0.16 0.6118
H 2.33 -1.20 2.20 0.2614
H 2.58 0.47 2.20 0.2605
H 0.31 -0.14 1.36 0.2481
H 1.37 1.94 0.91 0.4176
H 2.45 1.28 -0.33 0.3221
H 0.65 2.62 -1.23 0.3869
H 0.58 0.97 -1.87 0.2425
H -1.63 2.13 -1.24 0.3714
H -1.28 1.86 0.43 0.3635
H -0.76 -0.55 -1.20 0.2998
H -3.50 -0.28 1.67 0.2810
H -1.57 -2.28 0.01 0.3272
H -2.98 -2.23 -0.84 0.2481
H 2.15 -1.87 -1.75 0.3682
N 2.45 -0.36 1.61 -0.7042
N -1.43 0.13 -0.75 -0.2647
N -2.91 0.25 1.10 -0.7116
N -2.52 -1.87 -0.02 -0.7021
O 0.47 -2.22 -0.39 -0.6397
O 2.25 -1.15 -1.12 -0.4424
```

Properties
ΔE to the lowest compared entry with this formula, charge and spin: 27.0 kcal per mole
LUMO energy: 0.62 eV
gap between HOMO and LUMO: 9.486 eV
2S+1: 1
calculated total energy: -606.53090 a.u.
E_HOMO: -8.86 eV
maximum force: 2.6 eV Å⁻¹
SMILES string: [H]/N=C(\N)NCCC[C@H](N)C(=O)O



No. 9
C6H14N4O2P | ωB97M-V/def2-TZVPD

XYZ file:
```
27
Properties=species:S:1:pos:R:3:mulliken_charge:R:1
O 2.53 0.20 1.99 -0.4266
P 2.04 -0.35 0.55 0.2616
O 1.92 0.99 -0.29 -0.3238
N 0.34 -0.88 0.91 -0.1298
C -0.78 -0.35 0.56 0.3288
N -1.94 -1.08 0.73 -0.4136
C -3.07 -0.21 1.18 -0.6893
C -2.66 1.14 1.80 -0.4241
C -1.35 1.73 1.25 -0.5818
N -0.87 0.93 0.08 -0.2184
H 1.75 0.45 2.52 0.3247
H 1.26 0.92 -1.00 0.3872
H 0.26 -1.73 1.46 0.3168
H -2.17 -1.49 -0.17 0.2942
H -3.59 -0.76 1.95 0.3231
H -3.78 -0.06 0.38 0.3754
H -2.60 1.06 2.87 0.3598
H -3.46 1.83 1.57 0.3091
H -0.56 1.66 1.99 0.1133
H -1.45 2.76 0.94 0.4718
H -1.60 0.94 -0.63 0.2968
C 3.73 -1.42 -3.62 -0.8978
C 2.44 -1.03 -3.07 0.5120
N 1.43 -0.72 -2.64 -0.4608
H 3.98 -2.43 -3.33 0.2865
H 3.71 -1.37 -4.71 0.3256
H 4.52 -0.75 -3.27 0.2792
```

Properties
ΔE to the lowest compared entry with this formula, charge and spin: 24.9 kcal per mole
LUMO energy: -3.83 eV
gap between HOMO and LUMO: 9.137 eV
2S+1: 1
calculated total energy: -947.67319 a.u.
E_HOMO: -12.97 eV
maximum force: 2.6 eV Å⁻¹
charge: +1



No. 10
C6H14N5 | ωB97M-V/def2-TZVPD

XYZ file:
```
25
Properties=species:S:1:pos:R:3:mulliken_charge:R:1
C -1.65 0.86 -0.42 -0.3299
C 0.30 -1.04 -2.04 -0.6259
C 0.21 2.00 -1.35 -0.2456
C 1.09 1.32 -2.12 -0.1925
C 0.32 -0.37 0.34 -0.3704
C -1.44 0.48 1.88 -0.7438
N -1.05 1.71 -1.16 -0.2452
N 1.05 -0.01 -2.62 -0.1677
N -0.84 0.19 0.59 0.1192
N 0.33 -1.32 3.10 -0.8349
N 0.72 -1.15 -0.71 -0.0280
H -2.70 0.68 -0.61 0.3798
H -0.76 -1.02 -1.91 0.3930
H 0.59 -1.92 -2.71 0.3365
H 0.52 3.01 -1.27 0.3721
H 1.94 1.91 -2.55 0.3338
H 0.97 -0.40 1.21 0.5120
H -0.91 1.46 2.16 0.3423
H -2.51 0.59 1.73 0.3471
H -1.23 -0.38 2.62 0.3059
H 1.54 -0.35 -3.40 0.2224
H 0.06 -2.28 3.12 0.2560
H 0.55 -1.08 4.12 0.2745
H 1.59 -1.63 -0.59 0.2613
H 1.31 -1.27 2.60 0.3280
```

Properties
ΔE to the lowest compared entry with this formula, charge and spin: 108.2 kcal per mole
LUMO energy (spin up / spin down): -3.47 / -3.47 eV
gap between HOMO and LUMO (spin up / spin down): 8.035 / 8.036 eV
2S+1: 1
calculated total energy: -510.44575 a.u.
E_HOMO (spin up / spin down): -11.50 / -11.50 eV
maximum force: 5.2 eV Å⁻¹
charge: +1



What did the ninth record say?
C6H14N4O2P | ωB97M-V/def2-TZVPD

XYZ file:
```
27
Properties=species:S:1:pos:R:3:mulliken_charge:R:1
O 2.53 0.20 1.99 -0.4266
P 2.04 -0.35 0.55 0.2616
O 1.92 0.99 -0.29 -0.3238
N 0.34 -0.88 0.91 -0.1298
C -0.78 -0.35 0.56 0.3288
N -1.94 -1.08 0.73 -0.4136
C -3.07 -0.21 1.18 -0.6893
C -2.66 1.14 1.80 -0.4241
C -1.35 1.73 1.25 -0.5818
N -0.87 0.93 0.08 -0.2184
H 1.75 0.45 2.52 0.3247
H 1.26 0.92 -1.00 0.3872
H 0.26 -1.73 1.46 0.3168
H -2.17 -1.49 -0.17 0.2942
H -3.59 -0.76 1.95 0.3231
H -3.78 -0.06 0.38 0.3754
H -2.60 1.06 2.87 0.3598
H -3.46 1.83 1.57 0.3091
H -0.56 1.66 1.99 0.1133
H -1.45 2.76 0.94 0.4718
H -1.60 0.94 -0.63 0.2968
C 3.73 -1.42 -3.62 -0.8978
C 2.44 -1.03 -3.07 0.5120
N 1.43 -0.72 -2.64 -0.4608
H 3.98 -2.43 -3.33 0.2865
H 3.71 -1.37 -4.71 0.3256
H 4.52 -0.75 -3.27 0.2792
```

Properties
ΔE to the lowest compared entry with this formula, charge and spin: 24.9 kcal per mole
LUMO energy: -3.83 eV
gap between HOMO and LUMO: 9.137 eV
2S+1: 1
calculated total energy: -947.67319 a.u.
E_HOMO: -12.97 eV
maximum force: 2.6 eV Å⁻¹
charge: +1